Record 1
3 unconnected molecules or ions with the total composition C20H52FN7O5P2S at a distorted geometry, computed with ωB97M-V with the def2-TZVPD basis set.

The SMILES is CC[C@H](F)[C@@H]1CC[C@H](CN)S(=O)(=O)O1.CN(C)P(=O)(N(C)C)N(C)C.CN(C)P(=O)(N(C)C)N(C)C. The value obtained for the calculated total energy is -74381.6108 eV. As for the HOMO-LUMO gap: 0.3242 hartree. For the HOMO energy, the calculation gives -8.39 eV.

Geometry as ORCA input:
```
! RIJCOSX wB97M-V def2-TZVPD def2/J DEFGRID3
* xyz 0 1
C -3.67 -2.08 2.93
C -3.60 -2.25 1.41
C -3.90 -3.69 0.96
F -3.34 -3.94 -0.27
C -5.41 -3.91 0.92
C -5.82 -5.36 0.94
C -7.34 -5.53 1.16
C -8.14 -4.22 1.17
C -9.64 -4.41 0.97
N -10.42 -3.18 1.12
S -7.52 -2.98 0.00
O -7.57 -1.70 0.65
O -8.25 -3.08 -1.22
O -5.98 -3.31 -0.26
H -3.15 -1.19 3.26
H -3.32 -2.98 3.44
H -4.71 -1.96 3.22
H -2.68 -1.88 0.97
H -4.41 -1.64 0.99
H -3.50 -4.34 1.74
H -5.80 -3.38 1.79
H -5.27 -5.87 1.73
H -5.58 -5.85 0.00
H -7.51 -6.03 2.12
H -7.79 -6.18 0.41
H -7.99 -3.76 2.15
H -9.83 -4.84 -0.01
H -9.94 -5.12 1.75
H -9.92 -2.52 1.70
H -10.55 -2.77 0.21
C 1.50 2.77 2.03
N 0.55 1.69 1.89
C 1.12 0.45 2.40
P -0.51 1.49 0.56
O -1.52 0.52 1.06
N -1.48 2.89 0.37
C -1.11 4.18 0.93
C -2.92 2.69 0.51
N 0.57 1.95 -0.68
C -0.04 2.44 -1.94
C 1.44 0.80 -1.07
H 2.34 2.72 1.33
H 1.92 2.74 3.04
H 1.04 3.75 1.94
H 1.97 0.09 1.81
H 0.37 -0.34 2.43
H 1.47 0.59 3.42
H -1.12 4.18 2.03
H -1.81 4.94 0.59
H -0.13 4.50 0.57
H -3.24 2.61 1.56
H -3.25 1.80 -0.01
H -3.45 3.54 0.06
H -0.76 1.74 -2.36
H 0.76 2.60 -2.67
H -0.53 3.40 -1.79
H 0.85 -0.04 -1.47
H 2.02 0.44 -0.23
H 2.15 1.12 -1.83
C 8.40 2.49 -0.48
N 6.96 2.38 -0.35
C 6.61 2.11 1.05
P 5.92 1.64 -1.49
O 4.59 2.20 -1.13
N 6.11 2.39 -3.03
C 7.29 3.16 -3.38
C 4.92 3.05 -3.57
N 6.96 0.33 -1.93
C 6.73 -0.27 -3.27
C 6.83 -0.79 -0.96
H 8.93 1.53 -0.40
H 8.77 3.14 0.31
H 8.69 2.97 -1.41
H 6.96 1.13 1.40
H 5.53 2.16 1.19
H 7.06 2.86 1.70
H 7.38 4.08 -2.79
H 7.24 3.44 -4.44
H 8.20 2.56 -3.29
H 4.74 4.03 -3.11
H 4.03 2.43 -3.43
H 5.05 3.19 -4.65
H 5.70 -0.59 -3.41
H 7.38 -1.14 -3.37
H 7.00 0.42 -4.06
H 5.82 -1.20 -0.94
H 7.09 -0.46 0.04
H 7.52 -1.59 -1.23
*
```

Here are the Mulliken charges for atoms 1 to 8, given in e: number 1, C, carries -1.2582; number 2, C, carries -0.4286; number 3, C, carries 0.2013; number 4, F, carries -0.4012; number 5, C, carries 0.0823; number 6, C, carries -0.8117; number 7, C, carries -0.9235; number 8, C, carries 0.1581

***

Record 2
A single C22H28N2O3 molecule, computed with ωB97M-V with the def2-TZVPD basis set.

The SMILES is COc1ccc(CC2(CO)CCN(C(=O)NCc3ccccc3)CC2)cc1. The value obtained for the calculated total energy is -32391.9102 eV. As for the HOMO-LUMO gap: 0.3244 hartree. For the HOMO energy, the calculation gives -8.29 eV.

Geometry as ORCA input:
```
! RIJCOSX wB97M-V def2-TZVPD def2/J DEFGRID3
* xyz 0 1
C 0.36 4.62 3.85
O 1.40 3.70 3.64
C 1.09 2.38 3.55
C -0.19 1.85 3.65
C -0.38 0.48 3.53
C 0.67 -0.39 3.31
C 0.45 -1.86 3.16
C 0.21 -2.34 1.71
C -0.08 -3.86 1.79
O -1.19 -4.19 2.60
C 1.46 -2.10 0.85
C 1.21 -2.32 -0.64
N 0.09 -1.52 -1.11
C 0.40 -0.27 -1.60
O 1.55 0.07 -1.80
N -0.66 0.55 -1.87
C -0.44 1.78 -2.61
C -0.68 1.59 -4.09
C -1.82 2.07 -4.70
C -2.05 1.85 -6.05
C -1.12 1.14 -6.79
C 0.02 0.64 -6.19
C 0.24 0.87 -4.84
C -1.12 -1.86 -0.41
C -0.97 -1.58 1.09
C 1.96 0.15 3.23
C 2.16 1.51 3.35
H 0.83 5.60 3.89
H -0.37 4.60 3.03
H -0.16 4.43 4.80
H -1.05 2.48 3.82
H -1.39 0.09 3.63
H 1.32 -2.40 3.55
H -0.41 -2.17 3.76
H -0.21 -4.28 0.79
H 0.77 -4.36 2.25
H -1.98 -3.83 2.20
H 2.27 -2.74 1.19
H 1.76 -1.06 0.98
H 2.09 -2.02 -1.21
H 0.99 -3.37 -0.86
H -1.57 0.13 -2.01
H 0.59 2.07 -2.42
H -1.11 2.55 -2.21
H -2.55 2.63 -4.12
H -2.94 2.24 -6.52
H -1.30 0.97 -7.85
H 0.74 0.09 -6.76
H 1.13 0.49 -4.36
H -1.97 -1.30 -0.80
H -1.32 -2.92 -0.59
H -1.90 -1.81 1.61
H -0.79 -0.51 1.21
H 2.80 -0.50 3.09
H 3.15 1.93 3.28
*
```

Here are the Mulliken charges for atoms 1 to 8, given in e: number 1, C, carries -0.8341; number 2, O, carries -0.4576; number 3, C, carries 0.8816; number 4, C, carries -0.4624; number 5, C, carries -0.5817; number 6, C, carries 0.2386; number 7, C, carries -2.1370; number 8, C, carries 2.2360

***

Record 3
A molecular structure, C22H49InN3O3S at a distorted geometry, computed with ωB97M-V with the def2-TZVPD basis set.

The value obtained for the calculated total energy is -50230.7294 eV. As for the HOMO-LUMO gap: 0.2151 hartree. For the HOMO energy, the calculation gives -3.96 eV.

Geometry as ORCA input:
```
! RIJCOSX wB97M-V def2-TZVPD def2/J DEFGRID3
* xyz -1 1
C -4.05 6.14 0.64
C -3.53 5.03 0.08
In -1.36 4.66 -0.16
S -0.58 6.20 -2.02
C -1.06 2.55 -0.73
C 0.40 2.32 -1.14
C 0.90 0.87 -1.07
C 0.77 0.20 0.32
C 0.23 -1.24 0.24
C 1.33 -2.24 -0.16
C -0.33 5.18 1.72
C -0.26 3.98 2.70
C 1.06 3.87 3.48
C 1.51 5.18 4.11
C 2.20 3.30 2.61
H -3.72 7.13 0.33
H -4.78 6.13 1.45
H -4.23 4.22 -0.17
H 0.54 5.61 -2.45
H -1.34 1.88 0.09
H -1.70 2.37 -1.59
H 1.11 2.95 -0.59
H 0.49 2.63 -2.19
H 1.96 0.87 -1.32
H 0.40 0.25 -1.83
H 0.18 0.80 1.01
H 1.78 0.14 0.74
H -0.23 -1.54 1.18
H -0.55 -1.27 -0.52
H 1.13 -2.70 -1.13
H 1.40 -3.07 0.55
H 2.30 -1.75 -0.24
H -0.95 5.97 2.16
H 0.65 5.61 1.52
H -1.08 4.08 3.42
H -0.42 3.05 2.15
H 0.91 3.15 4.30
H 1.72 5.93 3.36
H 2.45 5.01 4.66
H 0.78 5.56 4.84
H 2.95 2.83 3.25
H 1.84 2.53 1.93
H 2.67 4.10 2.04
C 4.91 3.24 -1.63
C 4.72 2.85 -0.18
O 3.83 2.11 0.17
N 5.60 3.37 0.73
C 6.71 4.26 0.50
H 4.13 2.75 -2.21
H 4.82 4.32 -1.76
H 5.89 2.92 -2.00
H 5.41 3.08 1.67
H 7.65 3.81 0.82
H 6.58 5.20 1.04
H 6.79 4.49 -0.56
C -2.59 -5.47 -2.33
C -1.76 -4.23 -2.08
O -1.63 -3.75 -0.97
N -1.15 -3.65 -3.15
C -1.19 -4.07 -4.54
H -3.00 -5.80 -1.38
H -3.41 -5.26 -3.02
H -1.99 -6.28 -2.75
H -0.62 -2.83 -2.92
H -0.18 -4.29 -4.90
H -1.61 -3.29 -5.17
H -1.80 -4.96 -4.64
C -2.61 -9.11 0.23
C -3.74 -8.74 -0.71
O -3.55 -8.49 -1.89
N -5.00 -8.68 -0.19
C -5.41 -8.94 1.18
H -1.69 -9.10 -0.34
H -2.53 -8.39 1.04
H -2.76 -10.10 0.65
H -5.70 -8.43 -0.86
H -6.13 -9.76 1.21
H -5.89 -8.06 1.61
H -4.56 -9.20 1.79
*
```

Here are the Mulliken charges for atoms 1 to 8, given in e: number 1, C, carries -0.6848; number 2, C, carries -0.5498; number 3, In, carries 0.7078; number 4, S, carries -0.5693; number 5, C, carries -1.2834; number 6, C, carries -0.3269; number 7, C, carries -0.5956; number 8, C, carries -0.0279

***

Record 4
A single C5H10O molecule, computed with ωB97M-V with the def2-TZVPD basis set.

The value obtained for the calculated total energy is -7392.1309 eV. As for the HOMO-LUMO gap: 0.3373 hartree. For the HOMO energy, the calculation gives -8.30 eV.

Geometry as ORCA input:
```
! RIJCOSX wB97M-V def2-TZVPD def2/J DEFGRID3
* xyz 0 1
C -0.67 -1.96 0.23
C -0.22 -0.60 0.76
C -0.28 0.54 -0.29
C 0.00 1.91 0.34
C 0.52 0.06 -1.49
O 1.78 0.46 -1.39
H -0.03 -2.30 -0.60
H -0.64 -2.72 1.02
H -1.69 -1.92 -0.16
H -0.87 -0.31 1.59
H 0.79 -0.67 1.17
H -1.31 0.54 -0.68
H 0.95 1.94 0.89
H 0.03 2.70 -0.42
H -0.81 2.16 1.04
H 2.22 0.06 -2.15
*
```

Here are the Mulliken charges for atoms 1 to 8, given in e: number 1, C, carries -1.1128; number 2, C, carries -0.6093; number 3, C, carries 1.0152; number 4, C, carries -1.4925; number 5, C, carries -0.8765; number 6, O, carries -0.3073; number 7, H, carries 0.3138; number 8, H, carries 0.3540

***

Record 5
A molecular structure, C40H30N5O6SZr, computed with ωB97M-V with the def2-TZVPD basis set.

The value obtained for the calculated total energy is -73816.0964 eV. As for the HOMO-LUMO gap: 0.2742 hartree. For the HOMO energy, the calculation gives -10.99 eV.

Geometry as ORCA input:
```
! RIJCOSX wB97M-V def2-TZVPD def2/J DEFGRID3
* xyz 1 1
Zr 0.20 -0.28 0.00
S -4.22 -1.96 -0.90
C -3.90 -0.96 -2.28
C -4.76 -0.65 -3.33
C -4.27 0.12 -4.36
C -2.94 0.56 -4.35
C -2.09 0.26 -3.30
C -2.58 -0.49 -2.24
N -1.88 -0.91 -1.10
C -2.61 -1.71 -0.36
C -2.06 -2.33 0.84
C -2.76 -3.33 1.52
C -2.18 -3.93 2.63
C -0.91 -3.54 3.03
C -0.23 -2.55 2.34
C -0.78 -1.91 1.23
H -5.78 -1.02 -3.34
H -4.91 0.37 -5.19
H -2.57 1.14 -5.18
H -1.07 0.59 -3.32
H -3.74 -3.65 1.18
H -2.72 -4.70 3.16
H -0.46 -4.01 3.90
H 0.76 -2.27 2.69
C 1.12 -3.71 -2.60
C 1.36 -2.79 -1.45
O 0.73 -1.69 -1.50
C 2.26 -3.12 -0.39
C 2.96 -4.35 -0.44
C 3.90 -4.67 0.50
C 4.17 -3.76 1.54
C 3.51 -2.56 1.62
C 2.53 -2.21 0.67
O 1.91 -1.07 0.81
H 0.38 -3.27 -3.26
H 0.77 -4.68 -2.25
H 2.05 -3.88 -3.16
H 2.76 -5.04 -1.24
H 4.42 -5.62 0.46
H 4.91 -4.01 2.28
H 3.71 -1.86 2.42
N 0.68 0.94 2.21
C 0.02 0.44 3.40
C -1.36 0.48 3.49
C -1.99 -0.07 4.59
C -1.24 -0.66 5.61
C 0.14 -0.69 5.52
C 0.77 -0.13 4.41
H 1.69 0.94 2.38
H 0.38 1.89 2.05
H -1.95 0.91 2.68
H -3.07 -0.05 4.66
H -1.74 -1.09 6.47
H 0.74 -1.13 6.30
H 1.86 -0.15 4.34
N 7.22 2.85 -2.35
C 6.20 2.44 -2.04
C 4.91 1.93 -1.64
C 4.25 2.45 -0.53
C 3.03 1.92 -0.19
N 2.44 0.93 -0.87
C 3.07 0.45 -1.94
C 4.30 0.91 -2.36
H 4.69 3.26 0.05
H 2.49 2.32 0.66
H 2.56 -0.33 -2.49
H 4.78 0.49 -3.23
O -0.07 1.48 -1.53
C -0.84 2.03 -0.70
O -1.15 1.38 0.36
C -1.37 3.39 -0.93
C -0.99 4.08 -2.07
C -1.49 5.35 -2.31
C -2.36 5.89 -1.38
C -2.76 5.22 -0.24
C -2.26 3.95 -0.01
N -2.90 7.25 -1.63
O -2.52 7.82 -2.63
O -3.63 7.72 -0.78
H -0.31 3.62 -2.77
H -1.22 5.92 -3.18
H -3.45 5.70 0.44
H -2.55 3.40 0.87
*
```

Here are the Mulliken charges for atoms 1 to 8, given in e: number 1, Zr, carries -0.8660; number 2, S, carries -0.3986; number 3, C, carries 0.7844; number 4, C, carries -0.7790; number 5, C, carries -0.5780; number 6, C, carries -0.9023; number 7, C, carries -0.2739; number 8, C, carries -0.5575

***

Record 6
2 unconnected molecules or ions with the total composition C4HNO2 at a distorted geometry, computed with ωB97M-V with the def2-TZVPD basis set.

The value obtained for the calculated total energy is -9746.4886 eV. As for the HOMO-LUMO gap: 0.3834 hartree. For the HOMO energy, the calculation gives -9.89 eV.

Geometry as ORCA input:
```
! RIJCOSX wB97M-V def2-TZVPD def2/J DEFGRID3
* xyz 0 1
C -0.14 -1.10 -0.06
C 1.05 -1.24 0.01
C 1.75 2.83 0.05
C -2.43 -0.36 0.04
N -1.44 -0.99 -0.16
O 2.60 2.08 -0.04
O -3.47 0.13 0.12
H 2.08 -1.36 0.05
*
```

Mulliken charges in e: number 1, C, carries 0.4972; number 2, C, carries -0.7924; number 3, C, carries 0.1083; number 4, C, carries 0.5837; number 5, N, carries -0.3388; number 6, O, carries -0.1109; number 7, O, carries -0.3972; number 8, H, carries 0.4502

***

Record 7
A molecular structure, C35H31ClN3O4PRh, computed with ωB97M-V with the def2-TZVPD basis set.

The value obtained for the calculated total energy is -74269.5003 eV. As for the HOMO-LUMO gap (alpha / beta): 0.2533 / 0.2561 hartree. For the HOMO energy (alpha / beta), the calculation gives -9.55 / -11.31 eV.

Geometry as ORCA input:
```
! RIJCOSX wB97M-V def2-TZVPD def2/J DEFGRID3
* xyz 1 5
Rh 0.30 -0.05 -0.55
C 2.67 -2.93 -2.29
C 2.56 -3.88 -1.14
C 2.85 -5.23 -1.33
C 2.77 -6.14 -0.28
C 2.41 -5.71 0.98
C 2.12 -4.37 1.19
C 2.20 -3.45 0.15
P 1.79 -1.70 0.38
C 1.05 -1.63 2.05
C -0.43 -1.83 2.01
C -1.10 -2.05 3.31
C -0.42 -1.87 4.47
C 0.94 -1.52 4.46
C 1.69 -1.46 3.25
C 3.17 -1.27 3.38
C 3.37 -0.81 0.31
C 4.59 -1.46 0.27
C 5.75 -0.76 -0.02
C 5.70 0.61 -0.31
C 4.49 1.27 -0.29
C 3.30 0.58 0.03
C 2.05 1.29 0.04
H 2.82 -3.47 -3.22
H 3.52 -2.24 -2.17
H 1.77 -2.31 -2.39
H 3.14 -5.57 -2.31
H 3.00 -7.18 -0.46
H 2.34 -6.41 1.80
H 1.84 -4.04 2.18
H -0.72 -2.59 1.28
H -2.13 -2.36 3.30
H -0.92 -2.01 5.42
H 1.45 -1.35 5.39
H 3.47 -1.30 4.43
H 3.50 -0.32 2.96
H 3.71 -2.05 2.85
H 4.65 -2.52 0.46
H 6.70 -1.28 -0.04
H 6.60 1.15 -0.55
H 4.44 2.33 -0.50
H 2.05 2.33 -0.26
H 1.31 1.05 0.83
O -3.90 2.28 3.26
C -3.79 3.07 2.20
O -4.45 4.06 2.08
C -2.91 2.61 1.06
C -2.73 3.36 -0.09
Cl -3.29 4.94 -0.36
N -1.90 2.69 -0.93
N -1.50 1.54 -0.35
C -2.11 1.47 0.83
C -1.89 0.29 1.72
O -2.47 0.16 2.78
O -1.01 -0.58 1.24
C -1.43 3.01 -2.26
C -2.02 4.00 -3.03
C -1.50 4.30 -4.28
C -0.41 3.61 -4.79
C 0.13 2.58 -4.04
C -0.38 2.28 -2.79
H -3.36 1.47 3.18
H -2.88 4.55 -2.70
H -1.97 5.08 -4.86
H -0.01 3.86 -5.76
H 0.96 2.00 -4.43
H 0.00 1.40 -2.28
C -3.28 -2.18 -4.44
C -1.83 -1.72 -4.53
C -1.28 -1.40 -3.21
N -0.88 -1.15 -2.17
H -3.65 -2.40 -5.44
H -3.91 -1.40 -4.01
H -3.37 -3.07 -3.83
H -1.73 -0.82 -5.14
H -1.19 -2.48 -4.97
*
```

Here are the Mulliken charges for atoms 1 to 8, given in e: number 1, Rh, carries -0.6263; number 2, C, carries -1.2103; number 3, C, carries 1.0761; number 4, C, carries -0.7943; number 5, C, carries -0.7441; number 6, C, carries -0.8583; number 7, C, carries -0.7809; number 8, C, carries 0.7093

***

Record 8
9 unconnected molecules or ions with the total composition C14H39N9O10 at a distorted geometry, computed with ωB97M-V with the def2-TZVPD basis set.

The value obtained for the calculated total energy is -49037.8636 eV. As for the HOMO-LUMO gap: 0.3433 hartree. For the HOMO energy, the calculation gives -9.06 eV.

Geometry as ORCA input:
```
! RIJCOSX wB97M-V def2-TZVPD def2/J DEFGRID3
* xyz 0 1
N 1.59 1.51 0.25
H 2.63 1.36 0.12
H 1.17 0.55 0.43
H 1.16 1.97 -0.56
H 1.49 2.02 1.10
N -1.02 0.04 2.26
O -1.73 0.34 3.12
O -1.29 0.55 1.07
O -0.08 -0.70 2.36
O 0.42 -2.50 -2.61
C -0.05 -2.23 -1.49
N 0.66 -2.50 -0.39
C -1.40 -1.60 -1.29
H 0.33 -2.04 0.47
H 1.59 -2.87 -0.50
H -1.38 -1.02 -0.34
H -2.07 -2.42 -1.14
H -1.61 -1.03 -2.16
O -6.41 -1.06 1.32
C -5.39 -0.57 1.80
N -4.41 0.04 1.04
C -5.28 -0.53 3.30
H -4.45 -0.27 0.06
H -3.53 0.12 1.48
H -5.66 0.34 3.77
H -4.19 -0.60 3.64
H -5.87 -1.38 3.73
O -0.37 3.14 -1.00
C -1.50 2.88 -1.32
N -2.48 3.83 -1.42
C -1.89 1.46 -1.77
H -2.28 4.64 -0.96
H -3.39 3.49 -1.58
H -2.69 1.53 -2.45
H -2.12 0.83 -0.94
H -1.11 1.01 -2.37
O 1.03 2.41 2.84
C -0.01 2.88 3.29
N -1.10 3.09 2.48
C -0.15 3.21 4.72
H -1.18 2.60 1.58
H -2.05 3.19 2.86
H 0.15 4.26 5.01
H 0.50 2.54 5.39
H -1.18 3.12 5.09
O 3.90 -1.28 1.40
C 4.00 -0.60 2.43
N 2.88 -0.20 3.05
C 5.34 -0.17 2.95
H 2.96 0.39 3.88
H 2.01 -0.60 2.77
H 5.93 -1.09 2.88
H 5.21 0.23 3.94
H 5.78 0.54 2.27
O 3.75 0.69 -1.35
C 4.71 0.08 -1.89
N 5.15 -0.97 -1.19
C 5.35 0.46 -3.19
H 5.99 -1.43 -1.46
H 4.75 -1.06 -0.24
H 4.95 -0.06 -4.07
H 6.41 0.20 -3.00
H 5.31 1.53 -3.43
O -2.25 -4.07 -6.85
C -1.91 -3.69 -5.71
N -0.88 -2.82 -5.44
C -2.77 -4.09 -4.55
H -0.34 -2.65 -6.27
H -0.61 -2.54 -4.51
H -2.23 -4.54 -3.71
H -3.53 -4.79 -4.80
H -3.24 -3.13 -4.21
*
```

Here are the Mulliken charges for atoms 1 to 8, given in e: number 1, N, carries 0.2018; number 2, H, carries 0.4570; number 3, H, carries -0.0559; number 4, H, carries 0.3050; number 5, H, carries 0.4104; number 6, N, carries 0.7032; number 7, O, carries -0.6251; number 8, O, carries -0.0626

***

Record 9
A molecular structure, C3H2FFeLiO2 at a distorted geometry, computed with ωB97M-V with the def2-TZVPD basis set.

The value obtained for the calculated total energy is -44510.1873 eV. As for the HOMO-LUMO gap (alpha / beta): 0.4103 / 0.2677 hartree. For the HOMO energy (alpha / beta), the calculation gives -26.28 / -26.20 eV.

Geometry as ORCA input:
```
! RIJCOSX wB97M-V def2-TZVPD def2/J DEFGRID3
* xyz 3 6
O -1.09 -1.57 1.49
C -0.90 -0.36 1.61
O -1.81 0.48 1.26
Li -3.06 -1.18 1.15
Fe -1.36 2.29 1.36
C 1.59 -0.61 1.29
C 0.54 0.14 1.59
H 2.52 -0.17 0.93
H 1.60 -1.63 1.66
F 0.54 1.50 1.30
*
```

Here are the Mulliken charges for atoms 1 to 8, given in e: number 1, O, carries -0.5282; number 2, C, carries 1.1419; number 3, O, carries -0.8693; number 4, Li, carries 0.9285; number 5, Fe, carries 1.4844; number 6, C, carries -0.3348; number 7, C, carries 0.6505; number 8, H, carries 0.3552